Entry from the OMol25 dataset: C19H22N6O3S in the gas phase in a non-equilibrium geometry (ωB97M-V with the def2-TZVPD basis set).

Structure (XYZ):
```
51
Properties=species:S:1:pos:R:3:forces:R:3:lowdin_charge:R:1
C 2.90529 -7.09100 2.73552 0.023 -0.165 -0.101 -0.10
O 2.73844 -5.88657 3.44045 -0.050 0.284 0.122 -0.09
C 2.20636 -4.81707 2.77842 -0.021 0.182 0.082 -0.29
C 2.07308 -3.64182 3.51350 0.110 -0.358 -0.060 0.00
C 1.53748 -2.50420 2.94790 -0.074 0.052 -0.101 -0.02
C 1.11808 -2.48942 1.61504 0.184 -0.279 -0.004 -0.24
N 0.63769 -1.34199 0.97295 0.077 0.255 -0.178 -0.10
C -0.56278 -1.44149 0.16576 -0.301 -0.063 0.068 -0.13
C -1.81913 -1.22677 1.02591 -0.019 -0.450 -0.581 -0.15
N -1.75485 0.01158 1.76309 -0.633 0.850 -0.243 -0.23
S -2.52521 1.34140 1.15116 0.068 -0.218 0.143 0.67
O -2.47319 2.35533 2.15995 0.312 0.070 -0.057 -0.27
O -3.78927 0.89661 0.64837 0.138 -0.124 -0.256 -0.27
C -1.55424 1.91868 -0.25152 -0.395 -0.063 0.507 -0.26
C -0.54297 2.83798 -0.04972 0.015 0.021 0.025 -0.06
C 0.21168 3.24905 -1.13195 -0.039 -0.089 -0.139 0.01
C -0.04938 2.73660 -2.40114 -0.673 -0.253 0.615 -0.14
N 0.75519 3.16889 -3.46473 1.505 0.452 -0.371 -0.04
C 2.06601 3.53473 -3.45210 -0.553 -0.193 -0.154 -0.13
N 2.40694 3.88916 -4.65945 0.963 0.173 0.639 0.03
N 1.31710 3.75331 -5.40710 -0.051 0.172 -1.013 -0.03
N 0.34121 3.32794 -4.73186 -1.326 -0.228 0.242 0.05
C -1.08862 1.82131 -2.61757 0.184 0.082 0.152 -0.18
C -1.40336 1.27602 -3.97075 -0.167 -0.059 -0.151 -0.04
C -1.83168 1.42711 -1.51023 -0.003 0.100 -0.079 -0.02
C -0.53790 0.19937 2.51658 0.616 0.248 0.192 -0.16
C 0.69674 -0.05788 1.63816 -0.076 0.047 0.181 -0.14
C 1.27585 -3.66716 0.88373 -0.101 0.152 0.081 -0.02
C 1.80052 -4.81399 1.44959 0.078 -0.271 0.171 -0.02
H 3.33912 -7.79175 3.44719 -0.031 0.007 -0.093 0.09
H 3.58699 -6.97054 1.88689 -0.035 -0.007 0.019 0.09
H 1.94794 -7.48568 2.37878 0.036 0.018 -0.003 0.09
H 2.39244 -3.64234 4.54364 0.038 0.004 0.131 0.12
H 1.44980 -1.62589 3.56703 -0.032 0.099 0.044 0.10
H -0.61784 -2.41911 -0.30898 -0.008 0.076 -0.054 0.11
H -0.51009 -0.67440 -0.61530 -0.026 -0.149 0.016 0.11
H -2.72300 -1.18989 0.41877 0.014 -0.251 -0.003 0.12
H -1.90532 -2.04927 1.74602 -0.046 0.064 -0.052 0.14
H -0.37612 3.23419 0.93853 0.076 0.112 0.101 0.12
H 0.99235 3.98240 -0.99909 0.036 0.090 0.007 0.12
H 2.70735 3.50522 -2.59864 0.119 -0.032 0.251 0.12
H -0.50613 0.90616 -4.46426 -0.007 -0.031 -0.064 0.08
H -2.12570 0.46854 -3.89328 -0.036 -0.080 0.032 0.08
H -1.81462 2.05981 -4.60420 -0.012 -0.099 -0.065 0.08
H -2.65464 0.73831 -1.62176 -0.091 -0.102 -0.130 0.12
H -0.55435 1.21822 2.90246 0.166 -0.086 0.166 0.12
H -0.55306 -0.50082 3.35886 -0.027 0.092 -0.025 0.13
H 1.61195 0.00787 2.22613 -0.009 0.067 -0.026 0.12
H 0.74145 0.70659 0.85249 0.054 -0.050 0.142 0.11
H 1.00266 -3.69327 -0.16010 0.001 0.027 -0.097 0.11
H 1.89675 -5.69517 0.83499 0.029 -0.095 -0.030 0.10
```
Positions in Å, forces in eV/Å.

Summary:
- total charge = 0
- strongest force on any atom (hartree/bohr) = 0.0314
- HOMO level (eV) = -7.610
- gap between HOMO and LUMO (hartree) = 0.27211